Molecular formula: C20H31CrO5S
Method: DFT, ωB97M-V/def2-TZVPD

Values from the calculation:
E: -2599.43515 Ha
Frontier orbital gap (alpha / beta): 4.2 / 6.6 eV
E_HOMO (alpha / beta): -1.805 / -4.215 eV
Total charge: -1
Multiplicity: 5
Maximum force: 0.06726 hartree/bohr
<S²>: 6.03
LUMO level (alpha / beta): 2.39 / 2.39 eV

Last column: Löwdin spin population.
Cartesian coordinates (Å):
1 O -0.868 0.045 -0.975  0.0033
2 C 0.447 0.423 -1.503  0.0010
3 C -0.077 1.687 -2.165  0.0002
4 H 0.726 -0.397 -2.166  0.0000
5 H 1.177 0.553 -0.700  0.0010
6 C -1.394 1.330 -1.377  0.0001
7 H -0.132 1.745 -3.250  0.0000
8 H 0.415 2.581 -1.758  0.0002
9 C -2.754 1.082 -2.022  0.0002
10 H -2.740 0.180 -2.656  0.0000
11 H -3.114 1.955 -2.603  0.0000
12 H -3.481 0.882 -1.217  0.0003
13 C -1.414 2.426 -0.320  0.0019
14 H -0.395 2.662 0.016  0.0009
15 H -2.003 2.210 0.572  0.0007
16 H -1.837 3.338 -0.744  0.0001
17 Cr -0.032 0.397 2.833  3.5482
18 C 0.687 2.007 4.046  -0.0049
19 C 1.787 1.078 3.958  0.0535
20 C 2.183 0.987 2.576  0.0388
21 H 2.302 0.621 4.790  0.0057
22 C 1.362 1.880 1.813  0.0463
23 C 0.435 2.518 2.717  0.0387
24 H -0.254 3.320 2.453  0.0054
25 H 0.183 2.294 4.969  0.0004
26 H 3.039 0.431 2.192  0.0043
27 H 1.528 2.140 0.769  0.0070
28 C -1.587 -0.471 4.259  0.0193
29 C -1.992 0.802 3.723  -0.0113
30 C -2.217 0.622 2.312  0.0473
31 H -2.190 1.714 4.289  -0.0001
32 C -1.919 -0.740 1.971  0.0236
33 C -1.603 -1.435 3.190  0.0626
34 H -1.627 -2.505 3.310  0.0054
35 H -1.444 -0.700 5.314  0.0028
36 H -2.733 1.325 1.676  0.0069
37 H -1.993 -1.182 0.980  0.0033
38 O 0.245 -0.981 -3.671  0.0000
39 C -0.202 -0.185 -4.808  0.0000
40 C 0.227 -0.832 -6.122  0.0000
41 H 0.244 0.822 -4.777  0.0000
42 H -1.288 -0.068 -4.680  0.0000
43 C 1.219 -1.935 -5.702  0.0000
44 H 0.703 -0.078 -6.756  0.0000
45 H -0.672 -1.239 -6.597  0.0000
46 C 1.081 -2.046 -4.177  0.0000
47 H 2.247 -1.623 -5.926  0.0000
48 H 0.993 -2.892 -6.184  0.0000
49 H 2.033 -2.005 -3.639  0.0000
50 H 0.608 -2.991 -3.893  0.0000
51 C 2.868 -3.034 3.170  0.0017
52 S 1.190 -2.431 3.241  0.0073
53 O 0.345 -3.611 3.419  0.0036
54 O 1.177 -1.493 4.387  0.0310
55 O 0.974 -1.715 1.941  0.0425
56 H 3.074 -3.458 4.162  0.0004
57 H 3.559 -2.210 2.947  0.0000
58 H 2.901 -3.799 2.386  0.0003